{
  "formula": "C41H35N3O2STeTi",
  "method": "ωB97M-V/def2-TZVPD",
  "s2": 0.760,
  "homo_energy_ha": [-0.37065, -0.37389],
  "total_charge": 1,
  "multiplicity": 2,
  "relative_energy_kcal_mol": 28.3,
  "species": ["Ti", "C", "C", "C", "C", "C", "O", "C", "C", "C", "C", "C", "C", "C", "O", "C", "C", "C", "N", "C", "C", "Te", "C", "C", "C", "C", "C", "C", "C", "C", "C", "C", "C", "C", "H", "H", "H", "H", "H", "H", "H", "H", "H", "H", "H", "H", "H", "H", "H", "H", "H", "H", "H", "H", "H", "H", "H", "H", "C", "N", "C", "C", "N", "C", "S", "H", "H", "H", "H", "H", "H", "C", "C", "C", "C", "C", "C", "C", "C", "H", "H", "H", "H", "H"],
  "coordinates": [[-0.768946, -0.702400, -1.205899], [4.407466, 0.752429, 2.989788], [3.065047, 0.470606, 2.370710], [1.884972, 0.672178, 3.074264], [0.625236, 0.414525, 2.528968], [-0.641086, 0.689349, 3.287061], [-1.588263, 1.208048, 2.733541], [-0.702719, 0.325786, 4.733512], [0.045883, -0.722896, 5.264450], [-0.085799, -1.063966, 6.602164], [-0.951824, -0.349512, 7.416872], [-1.702209, 0.695675, 6.891853], [-1.587114, 1.024613, 5.552913], [0.562520, -0.054389, 1.217941], [-0.603841, -0.360762, 0.604218], [1.750357, -0.259734, 0.497415], [2.984080, -0.014170, 1.065499], [1.441542, -0.740487, -0.879554], [1.033136, 0.066968, -1.829488], [1.355872, 1.493634, -1.853985], [2.832477, 1.786729, -2.115190], [3.778616, 0.636687, -3.679967], [4.785772, -0.615577, -2.301593], [5.825482, -0.091428, -1.535280], [6.456799, -0.876772, -0.580209], [6.062955, -2.195294, -0.390698], [5.045472, -2.729600, -1.167999], [4.410487, -1.943257, -2.121956], [1.169206, -2.174220, -1.102566], [1.150436, -3.085844, -0.031823], [0.764262, -4.391717, -0.245167], [0.379472, -4.817006, -1.517231], [0.390785, -3.932535, -2.580463], [0.779217, -2.611487, -2.383838], [4.300499, 1.202826, 3.975138], [4.989921, 1.433198, 2.367291], [4.987453, -0.165908, 3.098000], [1.938165, 1.055679, 4.085927], [0.716633, -1.285907, 4.628807], [0.487043, -1.886706, 7.009102], [-1.045888, -0.609271, 8.463133], [-2.377147, 1.250601, 7.529766], [-2.171778, 1.826982, 5.122676], [3.888335, -0.198512, 0.496998], [1.058825, 1.957496, -0.906422], [0.732377, 1.925832, -2.632842], [3.440918, 1.590635, -1.233368], [2.941594, 2.840888, -2.362257], [6.147604, 0.930796, -1.691053], [7.265697, -0.461446, 0.007162], [6.559857, -2.808312, 0.349926], [4.746913, -3.762491, -1.038420], [3.628127, -2.369552, -2.735881], [1.441152, -2.749350, 0.954796], [0.752193, -5.090215, 0.580717], [0.077619, -5.844255, -1.671635], [0.108852, -4.263457, -3.570783], [0.860479, -1.931059, -3.223874], [-3.888048, -0.514439, 0.646948], [-4.387322, -0.507098, -0.723328], [-5.401805, 0.311155, -1.183118], [-5.519331, 0.105375, -2.509816], [-4.568499, -0.834322, -2.838540], [-3.864531, -1.187610, -1.752661], [-2.555953, -2.314326, -1.743746], [-4.722382, -0.339400, 1.320788], [-3.136536, 0.262511, 0.784561], [-3.448713, -1.485399, 0.859051], [-5.944007, 0.963021, -0.522444], [-6.180704, 0.540914, -3.236081], [-4.354866, -1.178968, -3.758723], [-1.764222, 0.950125, -1.959286], [-2.486544, 1.832404, -2.389580], [-3.337786, 2.872080, -2.889002], [-3.833072, 3.852638, -2.025809], [-4.684315, 4.834717, -2.504548], [-5.048968, 4.853148, -3.844562], [-4.554029, 3.886090, -4.708781], [-3.703124, 2.899278, -4.236815], [-3.542235, 3.834509, -0.983514], [-5.061542, 5.592633, -1.830566], [-5.711153, 5.624002, -4.215691], [-4.825752, 3.904422, -5.756175], [-3.305785, 2.149886, -4.909736]],
  "forces_ev_per_a": [[-0.574, -0.068, 0.129], [0.000, 0.006, -0.003], [0.046, -0.005, -0.004], [-0.088, -0.015, 0.004], [-0.001, -0.059, -0.120], [-0.038, 0.058, 0.038], [0.047, -0.028, -0.012], [0.011, -0.061, 0.013], [-0.014, 0.044, -0.017], [0.006, -0.012, -0.003], [-0.008, 0.000, -0.005], [0.001, 0.001, 0.012], [0.009, 0.028, -0.021], [0.177, 0.083, 0.107], [-0.083, -0.093, -0.328], [-0.038, 0.001, 0.029], [-0.023, -0.008, -0.002], [0.336, 0.158, 0.033], [0.295, 0.015, -0.069], [0.057, 0.073, -0.038], [-0.090, -0.136, 0.024], [-0.062, -0.012, 0.104], [-0.022, 0.070, 0.008], [-0.022, 0.013, 0.007], [-0.007, -0.005, 0.010], [-0.007, 0.011, 0.005], [0.005, -0.003, -0.001], [0.004, 0.004, -0.024], [-0.109, 0.001, -0.029], [-0.011, 0.037, -0.007], [-0.003, -0.017, 0.008], [0.004, 0.006, 0.002], [0.000, 0.003, -0.010], [0.067, 0.006, 0.033], [0.006, -0.005, -0.002], [-0.004, 0.004, 0.008], [-0.006, 0.002, 0.006], [-0.005, -0.012, 0.034], [0.028, 0.003, -0.010], [0.000, 0.003, -0.003], [0.001, 0.001, -0.001], [-0.001, 0.001, -0.005], [0.001, -0.002, 0.004], [0.048, -0.018, -0.044], [0.014, 0.017, 0.012], [0.000, 0.005, 0.004], [0.002, -0.007, 0.019], [0.008, -0.008, -0.026], [0.003, 0.001, 0.009], [0.000, 0.000, -0.001], [-0.001, 0.000, -0.003], [0.003, 0.000, -0.003], [-0.034, -0.003, 0.007], [-0.005, -0.009, 0.005], [0.004, 0.010, 0.003], [0.000, 0.002, -0.002], [0.001, -0.003, 0.005], [-0.007, -0.005, -0.008], [0.011, -0.003, 0.036], [-0.004, -0.041, -0.057], [0.011, -0.010, 0.040], [-0.013, 0.008, -0.032], [0.020, -0.003, 0.050], [-0.080, 0.097, 0.054], [0.045, 0.044, 0.030], [-0.009, -0.003, -0.007], [0.016, 0.017, -0.011], [-0.004, -0.005, -0.006], [0.002, 0.002, -0.006], [0.006, 0.001, 0.006], [-0.006, -0.014, -0.032], [0.029, -0.211, 0.059], [0.101, 0.047, 0.002], [-0.048, 0.006, -0.002], [-0.001, -0.024, -0.010], [-0.007, 0.006, -0.007], [-0.001, 0.006, 0.011], [0.013, -0.014, -0.007], [-0.002, 0.022, -0.006], [0.002, 0.005, 0.003], [0.001, -0.002, -0.001], [0.001, -0.002, 0.002], [-0.003, 0.002, 0.003], [0.000, -0.004, 0.006]]
}